No. 1
DFT (the ωB97M-V functional and the def2-TZVPD basis) results for 6 unconnected molecules or ions with the total composition H12O6 at a distorted geometry.

XYZ file:
```
18
Properties=species:S:1:pos:R:3:forces:R:3:mulliken_charge:R:1
O -2.1510 -1.3122 0.5590 0.2714 1.7965 1.0560 -0.7769
O 1.8753 1.4289 0.9073 -0.3798 -1.0366 1.6130 -0.7659
O -2.0401 0.7565 -1.1857 0.0081 0.5722 0.4029 -0.7394
O 0.2340 -2.5385 0.2865 0.1591 -0.0431 -0.1036 -0.7794
O 2.3678 -1.0083 -0.4294 1.3680 -0.4307 0.8755 -0.7524
O -0.2380 2.6510 -0.3646 -1.2413 0.2986 -0.1508 -0.7291
H 0.1074 -3.1661 -0.4407 -0.2839 0.3164 0.3694 0.3207
H -2.9096 1.1813 -1.2536 0.3914 -0.1526 0.0238 0.3384
H 0.1017 3.0411 -1.1624 0.1164 0.3026 -0.5302 0.3311
H 1.6015 1.0902 1.8195 0.6399 0.6699 -1.9876 0.3121
H -2.0864 -0.5719 -0.1156 -0.1944 -0.6407 0.0949 0.4515
H -0.6226 -2.0681 0.4630 0.1156 -0.4605 -0.4079 0.4187
H 2.1840 0.6246 0.4151 -0.3271 0.2517 0.2879 0.4330
H -2.1203 -0.7636 1.3919 -0.1815 -1.1060 -1.0364 0.3243
H -1.4345 1.4349 -0.7693 -0.3559 -0.2924 -0.5435 0.4307
H 0.5134 2.2186 0.0295 1.1162 -0.6081 0.7831 0.4015
H 1.5509 -1.5191 -0.2525 -0.1209 -0.1158 0.1583 0.4525
H 3.0665 -1.4794 0.1022 -1.1014 0.6785 -0.9048 0.3285
```
Positions in Å, forces in eV/Å.

Results
* energy: -458.6606 Eh
* ΔE to the lowest compared entry with this formula, charge and spin: 0.322 eV
* SMILES: O.O.O.O.O.O
* frontier orbital gap: 11.95 eV
* LUMO energy: 0.54 eV
* spin multiplicity: 1

***

No. 2
DFT (the ωB97M-V functional and the def2-TZVPD basis) results for 6 unconnected molecules or ions with the total composition H12O6.

XYZ file:
```
18
Properties=species:S:1:pos:R:3:forces:R:3:mulliken_charge:R:1
O 0.4380 -3.4596 -3.0473 0.0241 -0.0838 -0.2388 -0.6389
O 3.1488 2.4429 3.8320 0.0159 -0.2746 -0.0450 -0.6230
O 0.8526 0.4397 -0.1500 0.1641 0.0871 -0.2520 -0.6603
O 2.1865 -1.5757 3.1740 -0.2697 -0.0505 -0.0918 -0.6461
O -3.0228 1.5230 -4.1706 -0.0966 -0.1388 0.2135 -0.6310
O -3.4218 0.0867 -0.0247 0.2460 0.0140 0.1270 -0.6309
H 3.5364 3.2540 3.5031 0.1108 0.1712 -0.1568 0.3154
H 2.7219 2.6957 4.6506 -0.1358 0.0354 0.2135 0.3142
H 2.6293 -0.7822 3.4746 0.1023 0.3342 0.0820 0.3211
H -3.6967 0.5270 -0.8289 -0.0230 0.1456 -0.2970 0.3193
H -0.1031 0.4407 -0.2031 -0.3167 0.0181 0.0127 0.3249
H 0.2330 -2.6263 -2.6233 -0.0352 0.2752 0.0921 0.3243
H 0.4821 -4.0902 -2.3285 0.0199 -0.1720 0.1560 0.3156
H -4.2002 -0.3880 0.2671 -0.1545 -0.1426 0.1120 0.3120
H -2.1711 1.9441 -4.2865 0.2570 0.0760 0.0103 0.3182
H -3.5557 1.8566 -4.8924 -0.1705 0.0525 -0.1743 0.3173
H 1.0494 -0.0842 0.6265 0.1094 -0.1625 0.2918 0.3292
H 2.8934 -2.2042 3.0275 0.1525 -0.1846 -0.0552 0.3187
```
Positions in Å, forces in eV/Å.

Results
* energy: -458.6120 Eh
* ΔE to the lowest compared entry with this formula, charge and spin: 1.646 eV
* SMILES: O.O.O.O.O.O
* frontier orbital gap: 11.79 eV
* LUMO energy: 0.66 eV
* spin multiplicity: 1

***

No. 3
DFT (the ωB97M-V functional and the def2-TZVPD basis) results for 6 unconnected molecules or ions with the total composition H12O6 at a distorted geometry.

XYZ file:
```
18
Properties=species:S:1:pos:R:3:forces:R:3:mulliken_charge:R:1
O 0.7087 0.4829 -0.1050 -3.4773 1.5710 -0.9999 -0.8749
O 1.1274 -0.3808 2.4109 1.4567 -0.7723 0.2566 -0.6332
O -2.3347 -2.0326 1.3158 -1.9990 1.7067 -0.1153 -0.6335
O 0.0270 -2.1854 -0.2641 0.2582 -0.1616 -3.5028 -0.7585
O 2.0667 2.3478 -1.6605 1.8669 -1.1693 0.9180 -0.6601
O -1.6189 2.1691 -0.7332 2.2726 0.5591 1.0744 -0.6563
H -0.1075 1.2126 -0.1810 2.5021 -2.6782 0.4132 0.4731
H -2.8160 -1.2190 0.9404 1.5822 -2.0752 0.6479 0.2877
H 0.9231 -0.3210 1.4664 -0.0760 0.4584 0.1526 0.3860
H 0.9446 -2.4647 -0.4374 -0.0983 -0.0757 0.8696 0.3238
H -1.5765 -2.2724 0.7872 0.2610 0.3726 -0.3666 0.3845
H 0.3151 -0.3852 -0.4157 0.4636 1.4137 0.5440 0.3836
H -2.3903 2.2664 -0.2005 -1.1008 -0.2462 -0.1434 0.3062
H -1.6874 1.7859 -1.5866 -1.0191 -0.3808 -0.9494 0.3251
H -0.2398 -2.1566 -1.2509 -0.0928 -0.1462 2.1985 0.3478
H 3.0034 1.9949 -1.5023 -1.9406 0.9378 -0.5077 0.3018
H 2.0782 -0.6524 2.4110 -1.2181 0.3948 0.1821 0.3053
H 1.5768 1.8107 -0.9949 0.3587 0.2914 -0.6718 0.3919
```
Positions in Å, forces in eV/Å.

Results
* energy: -458.5933 Eh
* ΔE to the lowest compared entry with this formula, charge and spin: 2.154 eV
* SMILES: O.O.O.O.O.O
* frontier orbital gap: 10.24 eV
* LUMO energy: -0.27 eV
* spin multiplicity: 1

***

No. 4
DFT (the ωB97M-V functional and the def2-TZVPD basis) results for a molecular structure, H12O6 at a distorted geometry.

XYZ file:
```
18
Properties=species:S:1:pos:R:3:forces:R:3:mulliken_charge:R:1
O -2.4754 -14.9774 -10.3355 -2.9847 0.1298 -0.6542 -0.7440
O -0.2703 -14.6465 -7.6816 1.0982 -0.2189 0.1655 -0.5184
O -1.8756 -15.1360 -12.9390 -2.3031 3.2086 -4.5775 -0.5592
O -3.2167 -14.7967 -7.3181 -2.0029 -2.2748 2.6261 -0.7284
O -2.1625 -13.5562 -8.7024 2.3985 6.8227 -1.6893 -0.6817
O -0.9765 -16.2738 -11.3487 4.0728 -4.1073 2.2972 -0.9480
H -2.7124 -15.5917 -7.4912 -0.5553 -0.6043 0.0843 0.2755
H -2.6658 -14.6986 -12.6222 -0.2024 -0.0264 -0.0212 0.3139
H -1.3463 -15.8820 -12.1400 0.8180 -0.7675 1.4451 0.4379
H -1.2699 -13.4324 -9.0250 0.0100 1.2276 0.0364 0.3040
H -2.7556 -14.1102 -7.8002 -0.7334 -0.8555 1.8354 0.4410
H -0.3325 -14.2315 -8.5419 1.4551 -1.0138 0.3974 0.2845
H -2.1892 -15.7402 -13.6120 -0.1588 -0.1442 -0.5626 0.3567
H -2.7900 -14.1750 -10.7520 -0.0875 0.0975 0.2559 0.2289
H -1.1188 -15.0723 -7.5587 0.0688 -0.0965 0.4512 0.2777
H -1.4916 -15.9011 -10.6332 0.7655 -1.0528 -1.0520 0.4131
H -2.5885 -12.7109 -8.8447 -0.5207 0.5141 -0.1633 0.3150
H -2.1115 -14.6870 -9.4992 -1.1382 -0.8384 -0.8743 0.5315
```
Positions in Å, forces in eV/Å.

Results
* energy: -458.3861 Eh
* ΔE to the lowest compared entry with this formula, charge and spin: 7.792 eV
* frontier orbital gap: 8.16 eV
* LUMO energy: -0.66 eV
* spin multiplicity: 1

***

No. 5
DFT (the ωB97M-V functional and the def2-TZVPD basis) results for 6 unconnected molecules or ions with the total composition H12O6 at a distorted geometry.

XYZ file:
```
18
Properties=species:S:1:pos:R:3:forces:R:3:mulliken_charge:R:1
O -1.2136 0.8952 -2.7979 -0.5820 0.2415 -0.6344 -0.6298
O 0.9134 -1.1718 2.3931 -0.2611 0.1150 0.1451 -0.6502
O 0.3824 -0.0028 -0.6789 -0.6364 0.4479 -1.1079 -0.6909
O -2.0016 0.9632 0.4101 0.8789 -0.4761 0.8441 -0.6630
O -1.2136 -2.6978 1.7261 0.5436 -0.0559 0.5237 -0.6423
O 2.3064 1.9522 -1.5979 -1.0452 -0.5508 0.0621 -0.6512
H -1.4516 -2.8398 2.6511 -0.3987 -0.1156 -0.2370 0.2749
H 1.0554 -1.3148 3.3271 -0.2762 -0.0430 0.5342 0.2713
H -2.5296 1.2982 -0.3019 -0.0459 0.1760 -0.7363 0.3295
H 0.4564 -0.5088 0.1021 0.2225 -1.0066 1.3452 0.2447
H 3.0444 2.5422 -1.5559 0.5540 0.5782 0.0443 0.3040
H 1.7934 -1.0198 2.0881 1.0400 0.1908 -0.5956 0.3079
H -1.9406 0.3712 -3.1629 0.2913 0.1643 0.1381 0.3275
H 1.2514 0.2762 -0.9539 0.6822 0.3443 -0.1385 0.2978
H -0.9036 0.4142 -2.0329 0.2562 -0.4011 0.3364 0.3584
H -0.3216 -2.3158 1.8481 -0.5316 -0.1282 -0.4167 0.4296
H -1.1276 0.6702 0.0651 -1.0983 0.6249 -0.0112 0.4510
H 1.5004 2.4892 -1.5279 0.4069 -0.1056 -0.0955 0.3306
```
Positions in Å, forces in eV/Å.

Results
* energy: -458.6214 Eh
* ΔE to the lowest compared entry with this formula, charge and spin: 1.389 eV
* SMILES: O.O.O.O.O.O
* frontier orbital gap: 10.58 eV
* LUMO energy: 0.06 eV
* spin multiplicity: 1

***

No. 6
DFT (the ωB97M-V functional and the def2-TZVPD basis) results for 6 unconnected molecules or ions with the total composition H12O6 at a distorted geometry.

XYZ file:
```
18
Properties=species:S:1:pos:R:3:forces:R:3:mulliken_charge:R:1
O -0.0130 3.8002 -0.3299 0.3301 2.6906 1.3078 -0.6176
O -1.4720 -0.8189 2.2037 0.5730 0.2764 1.0603 -0.6295
O -0.4556 1.8860 -1.3346 -0.2003 -1.7400 -1.5590 -0.6839
O -2.2473 -2.6792 0.7553 -0.3042 -0.9899 -0.6731 -0.6251
O 4.5041 -1.7512 -1.1799 -0.2223 -0.0313 0.0424 -0.6350
O -0.3179 -0.3498 -0.1334 0.4602 -0.8795 -0.2312 -0.5606
H 0.2153 -1.0461 0.2664 -0.1720 0.0506 0.2490 0.2811
H 0.2983 2.1880 -0.8155 -0.5288 -0.3718 -0.1505 0.3739
H -1.7391 -2.6630 -0.0636 -0.0008 0.3284 0.0124 0.3100
H -1.1924 1.9096 -0.7136 0.3051 -0.0993 -0.1111 0.3065
H 3.9091 -1.0885 -0.8112 0.1083 0.0037 -0.0292 0.3199
H -0.4910 4.3619 0.2905 0.1813 0.0605 0.1506 0.2895
H 3.9300 -2.5015 -1.3708 0.1144 0.0357 -0.0140 0.3155
H -1.5260 -1.7560 1.9849 -0.3388 0.0811 -0.1232 0.3378
H -2.8484 -3.4243 0.6436 0.0025 0.0357 0.1490 0.2953
H -0.7504 -0.7681 2.8407 -0.1343 0.2284 0.0539 0.3047
H 0.2022 4.3892 -1.0618 -0.0686 -0.1323 -0.0597 0.3081
H 0.0054 -0.2980 -1.0399 -0.1047 0.4531 -0.0742 0.3094
```
Positions in Å, forces in eV/Å.

Results
* energy: -458.5724 Eh
* ΔE to the lowest compared entry with this formula, charge and spin: 2.724 eV
* SMILES: O.O.O.O.O.O
* frontier orbital gap: 9.95 eV
* LUMO energy: 0.31 eV
* spin multiplicity: 1

***

What did the second record say?
DFT (the ωB97M-V functional and the def2-TZVPD basis) results for 6 unconnected molecules or ions with the total composition H12O6.

XYZ file:
```
18
Properties=species:S:1:pos:R:3:forces:R:3:mulliken_charge:R:1
O 0.4380 -3.4596 -3.0473 0.0241 -0.0838 -0.2388 -0.6389
O 3.1488 2.4429 3.8320 0.0159 -0.2746 -0.0450 -0.6230
O 0.8526 0.4397 -0.1500 0.1641 0.0871 -0.2520 -0.6603
O 2.1865 -1.5757 3.1740 -0.2697 -0.0505 -0.0918 -0.6461
O -3.0228 1.5230 -4.1706 -0.0966 -0.1388 0.2135 -0.6310
O -3.4218 0.0867 -0.0247 0.2460 0.0140 0.1270 -0.6309
H 3.5364 3.2540 3.5031 0.1108 0.1712 -0.1568 0.3154
H 2.7219 2.6957 4.6506 -0.1358 0.0354 0.2135 0.3142
H 2.6293 -0.7822 3.4746 0.1023 0.3342 0.0820 0.3211
H -3.6967 0.5270 -0.8289 -0.0230 0.1456 -0.2970 0.3193
H -0.1031 0.4407 -0.2031 -0.3167 0.0181 0.0127 0.3249
H 0.2330 -2.6263 -2.6233 -0.0352 0.2752 0.0921 0.3243
H 0.4821 -4.0902 -2.3285 0.0199 -0.1720 0.1560 0.3156
H -4.2002 -0.3880 0.2671 -0.1545 -0.1426 0.1120 0.3120
H -2.1711 1.9441 -4.2865 0.2570 0.0760 0.0103 0.3182
H -3.5557 1.8566 -4.8924 -0.1705 0.0525 -0.1743 0.3173
H 1.0494 -0.0842 0.6265 0.1094 -0.1625 0.2918 0.3292
H 2.8934 -2.2042 3.0275 0.1525 -0.1846 -0.0552 0.3187
```
Positions in Å, forces in eV/Å.

Results
* energy: -458.6120 Eh
* ΔE to the lowest compared entry with this formula, charge and spin: 1.646 eV
* SMILES: O.O.O.O.O.O
* frontier orbital gap: 11.79 eV
* LUMO energy: 0.66 eV
* spin multiplicity: 1